The following is a quantum chemistry calculation of a structure of composition C11H14Cl5N2O8P2S2Zn, from the OMol25 dataset.

Summary:
* orbital gap: 6.96 eV
* ΔE to the lowest compared entry with this formula, charge and spin: 1607.3 kJ/mol
* lowest unoccupied orbital energy: 1.42 eV
* HOMO level: -5.5 eV

The geometry in ORCA input format:
```
! wB97M-V def2-TZVPD RIJCOSX def2/J DEFGRID3
* xyz -1 1
Zn 0.16 -0.94 -0.94
Cl -1.26 -4.34 2.22
C 0.00 -4.00 1.14
C 0.99 -2.91 1.32
C 0.89 -2.20 2.44
Cl 1.87 -0.61 2.66
C 1.80 -2.95 0.08
Cl 3.29 -2.14 -0.18
C 1.33 -3.94 -0.71
Cl 1.98 -4.45 -2.19
C 0.19 -4.58 -0.06
Cl -0.74 -5.82 -0.77
O -0.60 2.75 3.05
P -2.88 1.59 0.58
O -3.30 2.56 -0.48
O -1.23 1.92 0.71
O -2.78 0.10 -0.03
P -3.00 -0.88 -1.35
O -4.13 1.00 -2.69
O -1.54 -1.38 -1.56
O -2.94 0.22 -2.65
H -0.12 3.55 2.78
H -3.88 1.71 -2.04
C 1.78 -0.72 4.54
S -0.29 1.55 1.96
C 3.33 -0.02 2.23
O -3.47 1.55 1.93
H 1.21 0.16 4.82
H 0.75 -0.06 0.20
H 1.30 -1.65 4.83
H 4.13 -0.73 2.12
H 2.83 -0.63 4.77
H 3.25 0.90 1.68
S 1.32 -0.56 -3.10
C 0.64 1.00 -2.90
N 1.33 2.07 -2.45
C 0.39 3.12 -2.02
C -0.91 2.70 -2.73
N -0.62 1.32 -3.11
H 2.16 1.86 -1.93
H 0.74 4.10 -2.34
H 0.28 3.10 -0.94
H -1.10 3.30 -3.62
H -1.78 2.74 -2.07
H -1.37 0.63 -3.21
*
```

Results of the Mulliken charge analysis, in e, for atoms 1 through 6:
1. Zn 0.529
2. Cl -0.180
3. C -0.379
4. C 0.999
5. C -0.542
6. Cl 0.605


The following is a quantum chemistry calculation of a structure of composition C11H14GeNO5Re, from the OMol25 dataset.

Summary:
* orbital gap (spin up / spin down): 7.64 / 7.77 eV
* ΔE to the lowest compared entry with this formula, charge and spin: 33.0 kJ/mol
* lowest unoccupied orbital energy (spin up / spin down): -4.95 / -4.72 eV
* HOMO level (spin up / spin down): -12.6 / -12.5 eV

The geometry in ORCA input format:
```
! wB97M-V def2-TZVPD RIJCOSX def2/J DEFGRID3
* xyz 1 2
Re 0.54 0.07 0.42
O -3.02 -4.59 2.14
C -2.28 -3.54 1.80
C -2.38 -2.29 2.43
C -1.56 -1.29 1.99
N -0.69 -1.49 1.00
C -0.60 -2.66 0.37
C -1.37 -3.73 0.74
C 0.43 -2.60 -0.73
O 0.78 -3.50 -1.41
O 0.91 -1.32 -0.84
C -1.49 0.13 2.49
O -2.10 0.59 3.39
O -0.58 0.84 1.73
H -3.62 -4.40 2.87
H -3.07 -2.10 3.24
H -1.29 -4.68 0.23
C 2.23 2.69 1.93
Ge 2.63 2.09 0.11
C 2.84 3.59 -1.12
C 4.08 0.79 -0.03
C 0.86 1.36 -0.98
H 3.09 3.28 2.28
H 2.10 1.86 2.62
H 1.35 3.32 1.96
H 3.73 4.14 -0.82
H 1.99 4.27 -1.08
H 2.97 3.25 -2.15
H 5.02 1.27 0.25
H 4.17 0.43 -1.06
H 3.92 -0.06 0.63
H 1.31 1.10 -1.94
H 0.19 2.22 -1.08
*
```

Results of the Mulliken charge analysis, in e, for atoms 1 through 6:
1. Re 0.806
2. O -0.468
3. C 0.951
4. C -0.385
5. C 0.328
6. N -0.235